P.
The following is a DFT calculation (ωB97M-V/def2-TZVPD) of one molecule with the formula C3H7NOS2.

Summary:
HOMO-LUMO gap (eV): 8.6

Geometry as ORCA input:
```
! RIJCOSX wB97M-V def2-TZVPD def2/J DEFGRID3
* xyz 0 1
C 0.61 0.31 0.00
C -0.66 -1.41 0.89
C -1.26 -0.32 -1.36
N -0.31 -0.58 -0.27
O 2.47 2.15 -0.11
S 2.52 2.59 1.41
S 0.86 1.66 -0.88
H -1.03 -2.30 0.40
H 0.22 -1.61 1.34
H -1.30 -1.05 1.64
H -1.09 0.52 -2.03
H -1.41 -1.25 -1.89
H -2.27 -0.16 -1.11
H 2.64 1.44 1.95
*
```

***

Q.
The following is a DFT calculation (ωB97M-V/def2-TZVPD) of a 2-piece molecular cluster, C3H7NOS2 overall.

Summary:
HOMO-LUMO gap (alpha / beta) (eV): 7.6 / 7.6

Geometry as ORCA input:
```
! RIJCOSX wB97M-V def2-TZVPD def2/J DEFGRID3
* xyz 0 1
C 1.28 -1.19 -0.21
C -0.65 -0.11 1.36
C 0.86 0.17 -0.35
N 0.08 0.61 -1.41
O 2.09 -1.59 0.59
S -0.53 1.30 2.35
S -0.07 -0.27 -2.87
H 0.76 -1.90 -0.89
H -0.32 -1.03 1.81
H -1.54 -0.15 0.77
H 1.43 0.94 0.15
H 0.11 1.61 -1.56
H 0.47 0.88 3.12
H -1.40 -0.47 -2.79
*
```

***

Of them, P has the lowest stability.

***

P.
The following is a DFT calculation (ωB97M-V/def2-TZVPD) of a 2-piece molecular cluster, C2H10NS overall.

Summary:
HOMO-LUMO gap (eV): 9.2

Geometry as ORCA input:
```
! RIJCOSX wB97M-V def2-TZVPD def2/J DEFGRID3
* xyz 1 1
N 0.72 -1.98 -1.55
H 0.38 -1.19 -0.98
H 1.50 -1.72 -2.14
H -0.07 -2.33 -2.10
H 1.03 -2.73 -0.92
C -1.88 0.86 0.11
C -0.43 1.32 0.12
S 0.81 0.18 0.83
H -2.09 0.16 -0.70
H -2.19 0.39 1.04
H -2.50 1.75 0.01
H -0.29 2.25 0.65
H -0.06 1.53 -0.87
H 0.59 0.36 2.13
*
```

***

Q.
The following is a DFT calculation (ωB97M-V/def2-TZVPD) of a 2-piece molecular cluster, C2H10NS overall.

Summary:
HOMO-LUMO gap (eV): 8.9

Geometry as ORCA input:
```
! RIJCOSX wB97M-V def2-TZVPD def2/J DEFGRID3
* xyz 1 1
N 1.08 1.79 -1.87
H 1.96 1.45 -1.48
H 1.26 2.64 -2.40
H 0.73 1.07 -2.51
H 0.31 2.02 -1.24
C -1.19 -1.62 -0.45
C -0.89 -1.06 0.96
S 0.41 0.21 0.94
H -0.55 -2.44 -0.73
H -1.10 -0.81 -1.17
H -2.19 -2.05 -0.41
H -1.79 -0.68 1.38
H -0.61 -1.86 1.63
H -0.20 1.11 1.73
*
```

***

R.
The following is a DFT calculation (ωB97M-V/def2-TZVPD) of a 2-piece molecular cluster, C2H10NS overall.

Summary:
HOMO-LUMO gap (eV): 9.6

Geometry as ORCA input:
```
! RIJCOSX wB97M-V def2-TZVPD def2/J DEFGRID3
* xyz 1 1
N -0.53 -1.39 -1.44
H 0.09 -1.91 -0.85
H -1.44 -1.78 -1.66
H -0.01 -1.22 -2.31
H -0.74 -0.45 -0.91
C 0.40 1.79 -0.15
S -0.94 0.82 0.69
C 0.09 -0.31 1.68
H 0.70 2.59 0.52
H 1.24 1.11 -0.26
H 0.09 2.20 -1.11
H 1.15 -0.28 1.38
H -0.28 -1.33 1.75
H 0.18 0.15 2.66
*
```

***

Of them, Q has the lowest stability.

***

P.
The following is a DFT calculation (ωB97M-V/def2-TZVPD) of one molecule with the formula C7H8O2.

Summary:
HOMO-LUMO gap (eV): 8.9

Geometry as ORCA input:
```
! RIJCOSX wB97M-V def2-TZVPD def2/J DEFGRID3
* xyz 0 1
C -0.20 -1.36 1.18
C 0.56 1.72 -0.82
C -0.98 0.11 -1.05
C -0.39 0.01 0.68
C 0.71 0.70 0.05
C 0.51 -2.31 0.56
C 0.64 2.89 -1.38
O -0.89 -1.56 2.35
O -0.96 -0.81 -1.81
H -0.84 -2.49 2.60
H -1.67 0.94 -0.96
H -1.07 0.61 1.27
H 1.65 0.15 -0.01
H 0.99 -2.12 -0.38
H 0.60 -3.31 0.97
H 0.41 3.04 -2.43
H 0.94 3.77 -0.82
*
```

***

Q.
The following is a DFT calculation (ωB97M-V/def2-TZVPD) of one molecule with the formula C7H8O2.

Summary:
HOMO-LUMO gap (eV): 10.1

Geometry as ORCA input:
```
! RIJCOSX wB97M-V def2-TZVPD def2/J DEFGRID3
* xyz 0 1
C 0.44 0.02 0.71
C -0.09 0.78 -0.45
C 0.83 -1.13 1.59
C -2.65 0.76 -0.45
C -1.36 0.62 -1.20
C 1.78 -0.63 0.58
C 2.75 -0.88 -0.26
O 0.02 1.33 0.86
O -1.29 0.42 -2.40
H 0.69 1.16 -1.11
H 0.35 -2.11 1.43
H 0.99 -0.88 2.63
H -3.50 0.60 -1.12
H -2.69 0.06 0.37
H -2.69 1.77 -0.02
H 3.01 -0.18 -1.05
H 3.42 -1.71 -0.11
*
```

***

R.
The following is a DFT calculation (ωB97M-V/def2-TZVPD) of one molecule with the formula C7H8O2.

Summary:
HOMO-LUMO gap (eV): 10.2

Geometry as ORCA input:
```
! RIJCOSX wB97M-V def2-TZVPD def2/J DEFGRID3
* xyz 0 1
C 2.29 -0.34 0.07
C 1.54 -1.63 -0.14
C 0.02 -1.46 -0.26
C -0.62 -0.42 0.09
C 0.45 1.76 0.25
C -2.01 -0.29 0.00
C -3.23 -0.45 -0.04
H 2.09 -0.28 1.26
H 3.34 -0.49 -0.03
H 1.77 0.44 -0.48
H 1.85 -2.23 -1.02
H 1.90 -2.06 0.91
H -0.59 -2.08 -0.89
H 1.03 2.32 1.12
H -4.38 -0.24 -0.11
O -0.14 0.72 0.91
O 0.43 1.99 -0.98
*
```

***

Of them, R has the lowest stability.